No. 1
{
  "formula": "C42H46BrN3O3P2SiV",
  "method": "ωB97M-V/def2-TZVPD",
  "elements": ["V", "C", "P", "C", "N", "C", "C", "C", "C", "C", "C", "N", "C", "P", "C", "C", "C", "C", "C", "C", "C", "C", "C", "H", "H", "H", "H", "H", "H", "H", "H", "H", "H", "H", "H", "H", "H", "H", "H", "H", "H", "H", "H", "H", "H", "H", "H", "H", "H", "H", "H", "O", "Si", "C", "C", "C", "C", "C", "C", "C", "C", "C", "C", "C", "C", "C", "C", "C", "C", "C", "C", "H", "H", "H", "H", "H", "H", "H", "H", "H", "H", "H", "H", "H", "H", "H", "Br", "C", "C", "N", "C", "C", "C", "C", "O", "O", "H", "H", "H"],
  "xyz": [[-0.18997, 0.57002, 0.29846], [-0.26158, -2.95676, -0.09972], [-0.88590, -1.40008, -0.82131], [-0.00158, -1.36861, -2.44299], [-0.44977, -2.06590, -3.44791], [0.27250, -2.03846, -4.60139], [-0.18922, -2.76094, -5.72824], [0.53663, -2.74074, -6.88046], [1.75041, -2.00723, -6.96150], [2.21439, -1.30814, -5.88892], [1.47479, -1.31203, -4.68141], [1.94271, -0.61538, -3.60956], [1.21846, -0.61955, -2.52648], [1.80980, 0.24434, -1.00033], [3.08324, -0.93494, -0.43495], [2.79007, 1.75897, -1.44679], [1.94954, 2.72954, -2.27895], [3.14365, 2.42726, -0.10920], [4.08567, 1.42429, -2.19291], [-2.69499, -1.69489, -1.08085], [-3.27479, -0.62592, -2.01059], [-3.34565, -1.56494, 0.30458], [-2.98483, -3.09229, -1.63960], [-0.36852, -3.77277, -0.81301], [-0.80204, -3.19694, 0.81508], [0.79297, -2.84318, 0.14980], [-1.11566, -3.31283, -5.64344], [0.19029, -3.28836, -7.74658], [2.30846, -2.00786, -7.88814], [3.13580, -0.74272, -5.92732], [3.67009, -1.25984, -1.29338], [2.61642, -1.80354, 0.02809], [3.73822, -0.46495, 0.29676], [1.11486, 3.14110, -1.71164], [1.55860, 2.27422, -3.18928], [2.58969, 3.56740, -2.56536], [2.26273, 2.64272, 0.50205], [3.63694, 3.37893, -0.32083], [3.82765, 1.82956, 0.49521], [3.90298, 0.92315, -3.13999], [4.75130, 0.80173, -1.59389], [4.61278, 2.36107, -2.39001], [-3.25318, 0.36483, -1.55771], [-4.32383, -0.86818, -2.19493], [-2.76436, -0.59000, -2.97400], [-3.12864, -0.60829, 0.78478], [-3.04526, -2.36756, 0.97976], [-4.42933, -1.63150, 0.18371], [-2.48922, -3.27201, -2.59055], [-4.06400, -3.17825, -1.78749], [-2.69454, -3.87605, -0.93895], [0.20732, 0.26681, 1.91678], [0.41058, 1.06244, 3.42920], [2.23524, 1.20376, 3.66451], [2.77132, 2.15237, 4.54208], [4.14009, 2.23061, 4.75816], [4.99765, 1.35761, 4.10070], [4.48480, 0.40373, 3.23288], [3.11469, 0.33161, 3.01996], [-0.38987, 2.71387, 3.22526], [0.33434, 3.78344, 2.68363], [-0.28286, 4.99559, 2.40166], [-1.63714, 5.15714, 2.66403], [-2.37340, 4.10871, 3.20127], [-1.75347, 2.89769, 3.47697], [-0.40529, 0.03420, 4.71154], [-0.78721, 0.60937, 5.92759], [-1.32710, -0.16997, 6.94155], [-1.49369, -1.53474, 6.75138], [-1.12149, -2.12307, 5.55011], [-0.57968, -1.34202, 4.53935], [2.11902, 2.84795, 5.06022], [4.54047, 2.97138, 5.43770], [6.06480, 1.41766, 4.27032], [5.15293, -0.28687, 2.73295], [2.72328, -0.42677, 2.35113], [1.39725, 3.67559, 2.49342], [0.29234, 5.81626, 1.99226], [-2.11955, 6.10349, 2.45260], [-3.42760, 4.23796, 3.41062], [-2.34078, 2.08680, 3.89364], [-0.67001, 1.67586, 6.08831], [-1.61962, 0.28627, 7.87810], [-1.91530, -2.14208, 7.54171], [-1.25238, -3.18740, 5.40409], [-0.29116, -1.81313, 3.60575], [-4.02421, 6.77979, -0.43030], [-3.19346, 5.42261, -1.43028], [-3.10793, 5.53493, -2.81454], [-2.53123, 4.61913, -3.59128], [-2.00771, 3.55217, -2.99567], [-2.05445, 3.36364, -1.62108], [-2.66348, 4.31410, -0.80979], [-1.45698, 2.17645, -1.01072], [-1.60754, 1.94995, 0.24791], [-0.75575, 1.33902, -1.64545], [-3.52522, 6.40363, -3.30964], [-1.53328, 2.81204, -3.62909], [-2.70617, 4.18110, 0.26306]],
  "atomic_forces_ev_per_a": [[-0.41, 0.68, -0.48], [0.08, 0.00, -0.01], [0.15, -0.44, -0.05], [-0.01, 0.06, 0.19], [0.02, 0.02, -0.07], [-0.23, -0.15, 0.02], [0.01, 0.04, 0.08], [0.13, 0.06, -0.05], [-0.12, -0.09, -0.04], [-0.02, 0.02, 0.08], [0.24, 0.15, -0.03], [-0.05, 0.04, -0.07], [0.00, -0.01, 0.19], [0.20, -0.12, -0.26], [-0.04, -0.08, 0.03], [0.02, -0.02, 0.00], [0.00, 0.04, -0.04], [0.02, 0.06, 0.03], [0.06, 0.01, 0.04], [-0.03, 0.00, 0.00], [-0.05, -0.01, -0.06], [-0.07, 0.03, 0.01], [-0.04, -0.02, 0.03], [-0.01, -0.01, 0.01], [-0.03, 0.03, 0.00], [-0.05, -0.02, 0.00], [0.00, 0.00, 0.01], [0.01, 0.00, 0.00], [-0.01, -0.01, 0.00], [-0.01, 0.00, 0.01], [0.02, -0.01, 0.02], [0.04, 0.02, -0.01], [-0.01, 0.02, 0.00], [-0.03, -0.04, 0.03], [0.02, -0.03, 0.00], [-0.03, -0.01, -0.02], [-0.04, -0.02, -0.06], [0.02, -0.01, 0.01], [0.00, -0.03, -0.01], [-0.06, 0.01, -0.02], [-0.01, 0.01, 0.00], [0.00, -0.02, -0.01], [0.05, 0.00, 0.02], [0.01, 0.00, -0.01], [0.00, 0.00, 0.03], [0.03, 0.02, -0.05], [0.04, 0.00, 0.01], [0.01, -0.03, 0.00], [0.00, 0.05, -0.03], [0.01, -0.02, -0.01], [0.01, 0.01, 0.00], [0.36, -0.27, 0.97], [-0.05, -0.20, -0.54], [0.31, 0.07, 0.02], [0.04, -0.01, -0.05], [0.00, -0.04, -0.05], [-0.01, 0.02, 0.01], [-0.06, 0.03, 0.02], [0.04, -0.04, 0.04], [-0.07, 0.31, -0.05], [-0.08, 0.03, 0.02], [0.00, -0.07, 0.02], [-0.01, 0.01, 0.00], [0.06, -0.01, 0.00], [0.02, 0.02, -0.03], [-0.19, -0.24, 0.17], [-0.03, -0.10, 0.01], [0.01, 0.01, -0.05], [0.00, -0.02, 0.00], [0.01, 0.07, -0.01], [-0.04, 0.00, 0.05], [-0.02, -0.02, -0.01], [-0.01, 0.00, 0.00], [0.00, 0.00, 0.00], [0.00, -0.01, 0.00], [-0.04, 0.00, 0.01], [0.00, -0.01, 0.01], [0.00, 0.00, 0.00], [0.00, 0.00, 0.00], [0.00, 0.00, 0.00], [0.02, -0.01, 0.00], [0.01, 0.00, -0.01], [0.00, 0.00, 0.00], [0.00, 0.00, 0.00], [0.00, 0.00, 0.00], [0.02, 0.03, -0.01], [-0.03, 0.05, 0.04], [0.02, -0.03, -0.03], [0.03, -0.04, -0.15], [-0.01, 0.01, 0.19], [-0.02, 0.11, -0.12], [0.03, -0.04, 0.02], [-0.05, 0.03, 0.01], [0.01, -0.17, 0.55], [-0.15, 0.20, -0.30], [0.01, 0.09, -0.16], [0.01, -0.01, -0.03], [0.00, 0.00, -0.01], [0.02, -0.02, 0.00]],
  "orbital_gap_ev": [7.97, 7.97],
  "e_lumo_ev": [-3.134, -3.137],
  "relative_energy_ev": 0.288,
  "total_energy_ev": -177098.7485,
  "total_charge": 1,
  "homo_ha": [-0.40792, -0.40820]
}

---

No. 2
{
  "formula": "C42H46N2O2",
  "method": "ωB97M-V/def2-TZVPD",
  "elements": ["C", "C", "O", "C", "O", "N", "C", "C", "C", "N", "H", "H", "H", "H", "H", "H", "H", "H", "H", "H", "C", "C", "C", "C", "C", "C", "H", "H", "H", "H", "H", "H", "C", "C", "C", "C", "C", "C", "H", "H", "H", "H", "H", "H", "C", "C", "C", "C", "C", "C", "H", "H", "H", "H", "H", "H", "C", "C", "C", "C", "C", "C", "H", "H", "H", "H", "H", "H", "C", "C", "C", "C", "C", "C", "H", "H", "H", "H", "H", "H", "C", "C", "C", "C", "C", "C", "H", "H", "H", "H", "H", "H"],
  "xyz": [[-0.92244, -4.50847, 1.33303], [0.04461, -5.11726, 1.00858], [1.14373, -5.48958, 0.40915], [2.26585, -4.77844, 0.95091], [2.87406, -5.32709, 1.79014], [2.68638, -3.51117, 0.48933], [1.86724, -2.37509, 0.93599], [1.20551, -1.59807, -0.20297], [0.24692, -2.42933, -1.06590], [0.34366, -2.05926, -2.49775], [-1.81863, -4.01825, 1.56122], [2.84123, -3.50001, -0.51162], [1.10691, -2.64972, 1.65832], [2.52321, -1.67273, 1.44649], [0.63941, -0.76110, 0.18855], [1.99499, -1.23593, -0.86320], [0.46569, -3.49384, -0.96896], [-0.77678, -2.31025, -0.72879], [1.31494, -1.86644, -2.71338], [0.13114, -2.90790, -3.00793], [4.24371, -7.73071, -0.15058], [3.43522, -7.10941, -1.09270], [3.77113, -7.16436, -2.43949], [4.90905, -7.84805, -2.84520], [5.71448, -8.47211, -1.90316], [5.38403, -8.41017, -0.55595], [3.98385, -7.68406, 0.89909], [2.54809, -6.57992, -0.77799], [3.14412, -6.67452, -3.17440], [5.16758, -7.89446, -3.89548], [6.60162, -9.00693, -2.21929], [6.01566, -8.89321, 0.17938], [-2.21347, 2.66227, -0.85138], [-1.36882, 1.84427, -1.59023], [-1.59659, 0.47509, -1.64584], [-2.67894, -0.07158, -0.96694], [-3.52592, 0.74630, -0.23059], [-3.29085, 2.11300, -0.16957], [-2.03243, 3.72905, -0.80709], [-0.53031, 2.27456, -2.12348], [-0.93350, -0.16503, -2.21766], [-2.86291, -1.13813, -1.01352], [-4.37004, 0.31847, 0.29596], [-3.94867, 2.75068, 0.40828], [-1.61944, 7.74067, -0.43303], [-1.98216, 6.53618, 0.15484], [-1.13468, 5.92616, 1.06861], [0.07247, 6.52520, 1.40285], [0.43347, 7.73107, 0.81811], [-0.41055, 8.33709, -0.10297], [-2.28010, 8.21544, -1.14812], [-2.92729, 6.07187, -0.10007], [-1.41566, 4.98322, 1.52156], [0.73152, 6.05160, 2.11914], [1.37385, 8.19895, 1.07971], [-0.12648, 9.27509, -0.56248], [-5.76509, 6.67408, 3.62784], [-4.56193, 6.94257, 2.98911], [-4.51416, 7.87587, 1.96283], [-5.66721, 8.54679, 1.58027], [-6.87017, 8.28077, 2.21983], [-6.91992, 7.34194, 3.24159], [-5.80342, 5.94429, 4.42665], [-3.65993, 6.42391, 3.29039], [-3.57944, 8.08102, 1.46160], [-5.62821, 9.27629, 0.78119], [-7.76948, 8.80440, 1.92081], [-7.85881, 7.13071, 3.73754], [8.99489, -9.51913, 1.17982], [8.65188, -10.85159, 0.99661], [9.21913, -11.83135, 1.79959], [10.12313, -11.47724, 2.79150], [10.46353, -10.14427, 2.97668], [9.90247, -9.16537, 2.16856], [8.55453, -8.75505, 0.55111], [7.94179, -11.12714, 0.22662], [8.95614, -12.87109, 1.65284], [10.56234, -12.24075, 3.42070], [11.16732, -9.86834, 3.75152], [10.17148, -8.12645, 2.30981], [-8.25874, 7.15137, -2.57196], [-7.66867, 7.71129, -3.69719], [-6.30210, 7.95209, -3.71759], [-5.52397, 7.62480, -2.61526], [-6.11362, 7.06196, -1.49177], [-7.48136, 6.82862, -1.46826], [-9.32528, 6.96640, -2.55538], [-8.27485, 7.96059, -4.55877], [-5.84297, 8.39413, -4.59269], [-4.45673, 7.80870, -2.63283], [-5.50748, 6.80569, -0.63245], [-7.94072, 6.39450, -0.58913]],
  "atomic_forces_ev_per_a": [[-0.63, -0.11, 0.33], [0.34, 0.43, -0.97], [0.30, 0.27, -0.05], [1.28, 0.41, 0.25], [0.24, -0.93, 1.00], [-1.15, -0.52, -0.54], [-0.12, 1.14, -0.08], [-0.33, -0.79, -0.41], [0.47, -0.25, -0.29], [0.01, -0.33, 0.34], [-0.56, 0.20, 0.39], [-0.17, -0.04, -0.09], [0.02, -0.46, 0.08], [0.14, 0.00, 0.15], [0.25, 0.38, 0.16], [0.10, 0.30, 0.05], [0.09, -0.03, 0.21], [-0.19, 0.15, 0.03], [0.05, 0.08, -0.05], [-0.18, 0.16, -0.37], [0.00, -0.02, 0.05], [0.14, 0.03, -0.09], [0.00, 0.01, 0.02], [-0.01, 0.01, -0.03], [0.02, 0.00, 0.02], [0.00, -0.02, -0.02], [0.00, 0.03, 0.00], [0.02, -0.19, -0.12], [-0.01, -0.02, -0.01], [0.00, 0.00, 0.00], [0.00, 0.01, 0.00], [-0.02, -0.01, 0.01], [0.01, 0.03, 0.00], [-0.04, -0.01, 0.07], [0.04, 0.02, -0.06], [0.01, 0.07, 0.03], [-0.01, -0.04, 0.02], [0.00, 0.02, 0.00], [0.01, 0.00, -0.02], [0.00, 0.00, 0.00], [-0.09, 0.02, 0.02], [-0.02, 0.00, -0.02], [0.00, 0.01, 0.00], [-0.01, 0.00, -0.01], [0.02, -0.02, -0.03], [0.05, -0.07, -0.09], [-0.02, -0.02, 0.03], [0.00, 0.02, 0.00], [0.01, 0.00, 0.00], [-0.01, 0.01, 0.01], [0.00, 0.00, 0.00], [0.00, 0.00, 0.00], [0.00, 0.00, 0.00], [0.00, 0.00, 0.00], [0.00, 0.00, -0.01], [0.00, 0.00, 0.01], [-0.01, -0.01, -0.01], [-0.01, -0.04, 0.00], [-0.05, 0.08, 0.05], [-0.02, 0.03, 0.05], [-0.02, -0.01, -0.01], [0.01, -0.01, -0.01], [0.00, 0.00, 0.00], [0.01, 0.01, -0.01], [0.03, 0.03, 0.04], [-0.01, -0.01, -0.01], [0.00, -0.01, -0.01], [0.00, 0.01, 0.01], [-0.02, 0.01, -0.02], [-0.01, 0.01, -0.02], [0.00, 0.00, 0.01], [0.00, 0.00, -0.01], [0.01, 0.00, 0.00], [0.00, 0.00, 0.01], [0.01, 0.01, 0.00], [0.01, 0.00, 0.00], [-0.01, 0.00, 0.01], [0.00, 0.00, 0.00], [0.00, 0.00, 0.00], [-0.01, 0.00, 0.00], [0.01, 0.01, 0.01], [-0.01, 0.01, 0.00], [0.01, 0.01, 0.00], [-0.02, 0.00, 0.00], [0.07, -0.04, -0.02], [-0.03, -0.01, 0.00], [0.00, 0.00, 0.00], [0.00, 0.01, 0.00], [0.00, -0.01, 0.00], [0.00, -0.01, -0.01], [-0.02, 0.01, 0.02], [0.02, 0.00, 0.01]],
  "orbital_gap_ev": 9.76,
  "smiles": "C#COC(=O)NCCCN.c1ccccc1.c1ccccc1.c1ccccc1.c1ccccc1.c1ccccc1.c1ccccc1",
  "e_lumo_ev": 0.538,
  "total_energy_ev": -51371.4468,
  "homo_ha": -0.33892
}